Here is 8 unconnected molecules or ions with the total composition C24H59ClFO11PS7 in a non-equilibrium geometry from OMol25. Energies are from ωB97M-V/def2-TZVPD.

Values from the calculation:
Charge ... -2

Structure (XYZ):
```
104
Properties=species:S:1:pos:R:3:lowdin_charge:R:1
C -1.61060 0.11796 3.62938 -0.0778
C -1.95765 1.32111 2.73226 -0.4125
C -2.07205 2.60391 3.58418 -0.1013
C -0.83288 1.56751 1.67080 -0.2255
C -0.89145 0.48912 0.59072 -0.2438
P 0.48509 0.32086 -0.72886 0.6937
F -0.62201 -0.68645 -1.62447 -0.3659
C -0.15998 1.81836 -1.86901 -0.2235
C -1.32248 2.63098 -1.44621 -0.3570
O -2.47328 2.38632 -1.78608 -0.0437
C 1.81339 1.38833 0.21246 -0.2833
C 1.82228 2.85499 0.09765 -0.7418
O 1.00331 3.68472 0.30490 -0.0016
Cl 3.49387 3.59552 -0.40628 0.4676
C 1.18378 -1.29470 0.14008 -0.7783
O 2.32332 -1.23748 0.68907 -0.1612
O 0.49906 -2.36243 0.09061 -0.1699
H -0.59163 -0.24323 3.49169 0.0787
H -2.32205 -0.69119 3.44843 0.0728
H -1.75205 0.39795 4.67515 0.0321
H -2.91750 1.17256 2.23275 0.1228
H -2.82254 2.52157 4.37516 0.0627
H -2.33497 3.45457 2.94841 0.0644
H -1.08932 2.82397 4.01171 0.0705
H 0.07612 1.55278 2.27354 0.1034
H -1.03382 2.57670 1.30804 0.0792
H -1.89629 0.41654 0.16669 0.0788
H -0.80479 -0.45981 1.13368 0.0674
H 1.45775 0.09965 -1.77341 0.0307
H -0.51162 1.29115 -2.75917 0.0643
H 0.68266 2.40289 -2.25733 0.0762
H -1.19990 3.48664 -0.75533 0.0904
H 1.90692 1.13682 1.27104 0.0866
H 2.76115 1.02666 -0.18088 0.0569
C 2.34368 7.11125 0.44566 -0.2633
S 4.12009 7.35563 0.47995 0.7779
O 4.59973 6.92346 1.81885 -0.5740
C 4.08004 9.15953 0.50758 -0.2895
H 2.15631 6.03619 0.45990 0.0127
H 1.89557 7.58190 1.32196 0.0577
H 1.93891 7.53926 -0.47194 0.0562
H 3.51874 9.50069 1.37848 0.0490
H 3.61840 9.52421 -0.41055 0.0444
H 5.10639 9.51734 0.56802 0.0381
C 0.56072 -2.03682 -4.10860 -0.2818
S 1.94342 -1.27132 -4.94242 0.7880
O 1.81937 0.19110 -4.71037 -0.5555
C 1.42204 -1.51771 -6.65085 -0.2892
H 0.70319 -1.90436 -3.03306 0.0368
H -0.37317 -1.55921 -4.39841 0.0403
H 0.53797 -3.10349 -4.34538 0.0506
H 0.43915 -1.07289 -6.80347 0.0424
H 1.38754 -2.58646 -6.87063 0.0310
H 2.15718 -1.03272 -7.29236 0.0350
C -4.26759 -2.33095 -3.96189 -0.2586
S -2.72085 -3.24012 -3.87389 0.7785
O -3.03018 -4.65988 -4.25463 -0.5940
C -2.54561 -3.14597 -2.09280 -0.2452
H -4.57012 -2.28357 -5.00716 0.0359
H -5.02845 -2.84872 -3.37584 0.0528
H -4.10799 -1.32298 -3.57878 0.0606
H -3.40891 -3.60068 -1.60849 0.0338
H -2.44724 -2.09664 -1.80639 0.0544
H -1.63765 -3.67102 -1.80407 0.0446
C 2.92031 3.92645 5.42345 -0.2732
S 3.79875 4.05150 3.85198 0.7982
O 3.45394 2.84516 3.07215 -0.5250
C 5.43954 3.78023 4.54525 -0.2728
H 1.85654 4.02256 5.21520 0.0450
H 3.11874 2.95548 5.88006 0.0471
H 3.24100 4.73343 6.08455 0.0435
H 5.46531 2.81888 5.06061 0.0508
H 5.68190 4.59192 5.23281 0.0439
H 6.14724 3.77591 3.71920 0.0489
C -3.13145 -3.57124 -9.14512 -0.2769
S -2.30820 -3.88903 -7.57167 0.8011
O -1.82412 -2.57927 -7.07762 -0.5407
C -0.89011 -4.73457 -8.28927 -0.2697
H -4.03466 -3.00162 -8.93644 0.0451
H -2.47414 -2.99329 -9.79643 0.0522
H -3.39630 -4.52010 -9.61336 0.0451
H -0.38834 -4.07546 -8.99926 0.0540
H -1.22519 -5.64736 -8.78309 0.0464
H -0.21170 -4.98638 -7.47661 0.0499
C 1.38014 -0.72413 7.04975 -0.2629
S -0.38543 -0.94013 7.30392 0.8012
O -1.02334 0.37237 7.04864 -0.5478
C -0.29799 -1.11562 9.09674 -0.2864
H 1.54292 -0.55944 5.98584 0.0584
H 1.72603 0.14129 7.61623 0.0525
H 1.90548 -1.62613 7.36520 0.0503
H 0.16500 -0.22767 9.52870 0.0510
H 0.27791 -2.00738 9.34725 0.0451
H -1.31450 -1.21973 9.47082 0.0421
C -1.19420 -6.11347 0.34649 -0.2503
S -2.90850 -6.32189 -0.15140 0.7946
O -3.63950 -5.10725 0.28648 -0.5441
C -3.28981 -7.60542 1.05618 -0.2903
H -0.76128 -5.31449 -0.25385 0.0459
H -1.15044 -5.83619 1.39952 0.0639
H -0.65236 -7.04351 0.16881 0.0489
H -3.09699 -7.22956 2.06158 0.0521
H -2.67934 -8.48630 0.85370 0.0427
H -4.34335 -7.85847 0.95322 0.0387
```

Here is 2 unconnected molecules or ions with the total composition C3H9NO in a non-equilibrium geometry from OMol25. Energies are from ωB97M-V/def2-TZVPD.

Values from the calculation:
SMILES ... C=CNC.O
ΔE to the lowest compared entry with this formula, charge and spin ... 215.2 kJ/mol

Structure (XYZ):
```
14
Properties=species:S:1:pos:R:3:nbo_charge:R:1
C -0.18158 -1.55998 -1.05926 -0.5563
C 0.63690 -1.01206 -0.13215 0.0241
N 0.21478 -0.24687 0.89453 -0.6250
C 1.20937 0.70475 1.43919 -0.4123
H -1.13707 -1.77033 -0.90978 0.1817
H 0.25422 -2.27635 -1.78150 0.1902
H 1.72345 -1.19035 -0.33189 0.1947
H -0.77632 0.07564 0.90083 0.4121
H 1.16771 0.59667 2.51082 0.1970
H 2.23920 0.46912 1.04453 0.2067
H 0.94685 1.82340 1.29295 0.1849
H -0.63940 1.63012 -1.04543 0.4898
H -2.08707 1.29362 -1.74034 0.4806
O -1.64790 1.53504 -0.96107 -0.9682
```

Here is a molecular structure, C8H22BO4S2Sn in a non-equilibrium geometry from OMol25. Energies are from ωB97M-V/def2-TZVPD.

Values from the calculation:
ΔE to the lowest compared entry with this formula, charge and spin ... 0.0 kJ/mol
Charge ... +1

Structure (XYZ):
```
38
Properties=species:S:1:pos:R:3:nbo_charge:R:1
Sn 0.41650 -2.04384 -0.26767 1.6495
B -1.51269 -4.26276 0.81101 -0.7059
H -1.38307 -4.03092 -0.36121 -0.0687
H -2.50917 -3.78683 1.20033 0.0146
H -1.59406 -5.40935 1.02111 0.0531
H -0.53244 -3.82898 1.37269 -0.0988
C 3.99000 -0.80418 3.45872 -0.8006
S 3.00326 -1.88328 2.36363 1.2305
O 2.56428 -0.99569 1.19980 -1.0497
C 4.50630 -2.73027 1.72408 -0.8042
H 4.84783 -0.34871 2.97278 0.2485
H 4.22588 -1.32343 4.38574 0.2554
H 3.27848 -0.01996 3.72632 0.2455
H 5.13231 -2.12338 1.07304 0.2524
H 4.23540 -3.60792 1.13493 0.2410
H 5.05889 -3.09818 2.58802 0.2464
C 1.48338 1.86089 -0.76456 -0.8081
S 1.48755 1.16980 -2.45809 1.2723
O 0.98279 -0.25226 -2.33290 -1.0435
C 0.05306 2.10168 -3.05154 -0.8328
H 2.11037 2.75107 -0.79741 0.2473
H 1.86435 1.12508 -0.05839 0.2564
H 0.45926 2.12489 -0.51064 0.2266
H -0.86112 2.01856 -2.46240 0.2278
H -0.19742 1.71637 -4.04049 0.2582
H 0.21596 3.17531 -3.16176 0.2499
O -1.72139 -0.10819 -0.60261 -0.6554
C -2.62395 0.70094 -0.60114 0.8257
O -3.68822 0.50642 -1.39097 -0.4529
C -4.44861 1.73457 -1.50355 -0.0740
C -3.62743 2.82082 -0.79132 -0.4307
C -2.73540 1.98718 0.12925 -0.5394
H -5.38363 1.61788 -0.95602 0.1957
H -4.64166 2.00114 -2.53802 0.2089
H -4.29847 3.57562 -0.38528 0.2432
H -3.11133 3.38394 -1.57359 0.2102
H -3.24020 1.78924 1.07905 0.2637
H -1.80556 2.49675 0.36905 0.2418
```

Here is 2 unconnected molecules or ions with the total composition C3H9NO2S in a non-equilibrium geometry from OMol25. Energies are from ωB97M-V/def2-TZVPD.

Values from the calculation:
ΔE to the lowest compared entry with this formula, charge and spin ... 435.8 kJ/mol

Structure (XYZ):
```
16
Properties=species:S:1:pos:R:3:nbo_charge:R:1
C -0.67214 0.26621 0.88769 -0.4132
C -2.36767 0.29636 -0.78146 -0.2645
C -1.71728 0.81054 0.41365 -0.2149
N -1.54863 -0.83727 -1.32051 -0.8306
O 4.00503 -1.50034 1.79195 -0.9137
O 4.17706 -0.01721 -0.04528 -0.9493
S 3.11211 -0.72837 0.97230 1.3922
H -0.11665 0.73769 1.70020 0.1903
H 4.02204 0.51895 -0.83856 0.5128
H -0.25481 -0.65624 0.39158 0.2281
H -3.35110 -0.23112 -0.44701 0.1973
H -2.49242 1.23326 -1.43901 0.1951
H -2.22919 1.64794 0.86781 0.1972
H -2.16675 -1.61779 -1.57777 0.3580
H -1.33353 -0.47997 -2.21723 0.3522
H 2.93392 0.55737 1.64165 -0.0372
```

Here is 2 unconnected molecules or ions with the total composition C2H6N2O in a non-equilibrium geometry from OMol25. Energies are from ωB97M-V/def2-TZVPD.

Values from the calculation:
ΔE to the lowest compared entry with this formula, charge and spin ... 815.3 kJ/mol

Structure (XYZ):
```
11
Properties=species:S:1:pos:R:3:nbo_charge:R:1
C 0.49498 0.92074 -0.28015 -0.5504
N -1.14624 -0.10141 0.56599 -0.7028
C 1.10876 -0.20293 0.26171 0.5929
O -1.69179 -0.99282 -0.45739 -0.6551
N 1.81510 -1.15652 0.50068 -0.5716
H -2.15832 -0.43328 -1.09612 0.4321
H -1.95613 0.33758 1.01711 0.2984
H 1.36271 -1.93912 0.97608 0.4386
H 0.38207 1.79167 0.34938 0.2836
H 0.00851 0.80449 -1.23959 0.2850
H 1.78037 0.97158 -0.59769 0.1494
```

Here is a gas-phase ion, C5H11INS (charge +1) in a non-equilibrium geometry from OMol25. Energies are from ωB97M-V/def2-TZVPD.

Values from the calculation:
SMILES ... C[N@@H+]1CCS[C@@]1(C)I
ΔE to the lowest compared entry with this formula, charge and spin ... 67.1 kJ/mol
Charge ... +1

Structure (XYZ):
```
19
Properties=species:S:1:pos:R:3:nbo_charge:R:1
C 1.14110 -0.57817 0.63043 -0.2203
C 0.76404 -1.95093 0.88902 -0.5434
C -0.94911 -0.28656 -0.35529 -0.0445
C -0.55868 0.15590 -1.76863 -0.7630
C 0.01864 1.85233 0.40639 -0.4239
N -0.15887 0.36428 0.70217 -0.4756
S -0.79060 -2.09655 -0.10282 0.2841
I -3.06329 0.37788 0.31797 0.1689
H 1.90899 -0.22592 1.31282 0.2501
H 1.66166 -0.42474 -0.28009 0.2454
H 1.57226 -2.67339 0.56454 0.2818
H 0.46780 -2.26031 1.84486 0.2447
H -1.48335 0.17752 -2.45500 0.2839
H 0.08481 -0.58835 -2.37186 0.2720
H -0.09532 1.18206 -1.78465 0.2392
H 0.21074 2.44510 1.28518 0.2520
H 0.87635 2.00713 -0.28233 0.2329
H -0.83082 2.21735 -0.10476 0.2443
H -0.77632 0.30539 1.55205 0.4713
```

Number 1: LUMO level 3.21 eV. Number 2: LUMO level 0.94 eV. Number 3: LUMO level -4.96 eV. Number 4: LUMO level 0.45 eV. Number 5: LUMO level 0.58 eV. Number 6: LUMO level -4.41 eV.